{"formula": "C32H45FN3PPdS2", "method": "ωB97M-V with the def2-TZVPD basis set", "multiplicity": 3, "orbital_gap_ev": [6.13, 6.67], "homo_ev": [-6.9, -7.8], "total_charge": 0, "symbols": ["Pd", "C", "S", "C", "S", "N", "N", "C", "C", "C", "C", "C", "C", "N", "H", "H", "H", "H", "H", "H", "H", "H", "F", "C", "C", "C", "C", "C", "C", "H", "H", "H", "H", "C", "C", "C", "C", "C", "C", "P", "C", "C", "C", "C", "C", "C", "C", "C", "C", "C", "C", "C", "H", "H", "H", "H", "H", "H", "H", "H", "H", "H", "H", "H", "H", "H", "H", "H", "H", "H", "H", "H", "H", "H", "H", "H", "H", "H", "H", "H", "H", "H", "H", "H", "H"], "positions_angstrom": [[10.63632, 10.87551, 12.01516], [12.36932, 13.74196, 15.64319], [11.93082, 12.11793, 16.30927], [11.35136, 11.27071, 14.85683], [12.39111, 10.77910, 13.56197], [10.09581, 10.87873, 14.95295], [9.64328, 10.22906, 13.80442], [8.48191, 9.63556, 14.00998], [7.76853, 8.66644, 13.25158], [6.58654, 8.36675, 13.90743], [5.78702, 7.36830, 13.37788], [6.27507, 6.69088, 12.28260], [7.48066, 7.11205, 11.65829], [8.16359, 8.15846, 12.06590], [12.72531, 14.32722, 16.46978], [11.48128, 14.15263, 15.18545], [13.14556, 13.66098, 14.88121], [7.87865, 9.89816, 14.92556], [6.30524, 8.91650, 14.76325], [4.83211, 7.11318, 13.82847], [5.65916, 5.93331, 11.74869], [7.73754, 6.57726, 10.67681], [7.98335, 16.47795, 12.05447], [8.49884, 15.21716, 12.26107], [9.83205, 15.09280, 12.47371], [10.45945, 13.86040, 12.44583], [9.72639, 12.72282, 12.16310], [8.32560, 12.88620, 12.02254], [7.68618, 14.10300, 12.06572], [10.39468, 16.01874, 12.77897], [11.49774, 13.69942, 12.76137], [7.71712, 11.98852, 12.03432], [6.67588, 14.16204, 11.79423], [8.39927, 11.92784, 6.75572], [9.44884, 12.92375, 7.24954], [10.37443, 12.48612, 8.45591], [10.41121, 10.97545, 8.47103], [8.98321, 10.46333, 8.85287], [7.93285, 10.85281, 7.76063], [11.44571, 10.42060, 9.88536], [11.86707, 8.55835, 9.62771], [11.01127, 7.73479, 10.58536], [11.14958, 6.22593, 10.42059], [12.34426, 5.87598, 9.45879], [12.15255, 6.59279, 8.13476], [11.68014, 8.04739, 8.16916], [13.17539, 11.04692, 9.55914], [13.63185, 11.11859, 8.02466], [14.91764, 11.91159, 7.87697], [15.77723, 11.93961, 9.16616], [15.03512, 12.61113, 10.33930], [13.47602, 12.30956, 10.37788], [8.70513, 11.35195, 5.89258], [7.55351, 12.53177, 6.36775], [9.03282, 13.86111, 7.67735], [9.99903, 13.36986, 6.38789], [9.83835, 12.88034, 9.32458], [11.29963, 13.00769, 8.31292], [10.81766, 10.49792, 7.52268], [8.74276, 10.77565, 9.84856], [8.89620, 9.36142, 8.85456], [7.01570, 11.16050, 8.30578], [7.63246, 9.94771, 7.16409], [12.91661, 8.36276, 10.01370], [9.92355, 7.99296, 10.40508], [11.25815, 7.95753, 11.63010], [10.29860, 5.68652, 10.00508], [11.22440, 5.83262, 11.44917], [12.36378, 4.83360, 9.23712], [13.34698, 6.16517, 9.91600], [11.39126, 6.04661, 7.56374], [13.04710, 6.46312, 7.56678], [10.66398, 8.15000, 7.83426], [12.25976, 8.44869, 7.36690], [13.85529, 10.28063, 10.01626], [12.80140, 11.52068, 7.38918], [13.77165, 10.08505, 7.64917], [14.68239, 12.96406, 7.61437], [15.51058, 11.50611, 7.05645], [16.76394, 12.46372, 9.11436], [16.00909, 10.89263, 9.39944], [15.21042, 13.67463, 10.19571], [15.45288, 12.36233, 11.29040], [12.91222, 13.20306, 10.11473], [13.15007, 12.20070, 11.44314]], "forces_ev_per_a": [[-0.683, -1.037, -0.332], [-0.008, -0.761, -0.868], [0.182, -0.296, 0.164], [-1.621, -1.008, 0.238], [0.726, 0.834, 0.202], [0.801, 1.016, -0.393], [-1.960, -1.516, 1.227], [1.953, 2.706, 1.234], [-0.457, 0.361, -0.722], [-0.372, -1.326, -1.215], [-0.043, -0.279, 0.083], [-0.211, -0.459, -1.316], [-1.359, -0.789, -1.236], [0.433, -0.454, 0.781], [0.039, 0.301, 0.357], [-0.168, 0.412, 0.075], [0.061, -0.034, 0.120], [1.477, -0.037, -0.584], [-0.288, 0.306, 0.788], [0.105, 0.026, -0.133], [0.647, 0.431, 0.706], [0.035, 1.043, 1.507], [0.116, -0.709, 0.570], [-1.288, 0.271, -1.215], [1.746, 1.866, 1.183], [0.314, -0.764, 0.356], [-1.033, 0.517, 0.024], [0.928, -1.240, 0.616], [1.608, 0.611, -0.236], [-0.531, -0.992, -0.608], [-0.222, 0.562, -0.414], [-0.157, -0.079, -0.491], [-1.359, 0.331, 0.056], [-0.750, 0.301, 0.137], [0.621, 1.660, 0.443], [-1.791, 0.091, -1.893], [0.260, -1.500, 0.717], [0.077, -1.003, -2.498], [-0.891, 0.106, 0.596], [2.349, -1.037, -0.723], [0.164, 0.615, -0.008], [-2.018, 0.097, -0.609], [1.238, -0.964, -0.132], [0.292, 1.297, 1.593], [-1.342, -1.012, -0.239], [0.935, -0.672, 1.246], [0.513, -0.059, -0.307], [-1.315, -0.487, 0.863], [0.758, 1.373, 0.120], [0.060, -0.420, 0.435], [-1.282, 0.144, -0.991], [0.958, 0.518, 0.664], [0.709, 0.190, -0.325], [0.187, -0.473, 0.327], [-0.644, -0.595, -0.476], [0.065, -0.844, 0.435], [0.543, -0.343, 0.313], [0.726, -0.032, 0.296], [-0.660, 0.736, 0.962], [-0.290, 0.576, 0.508], [0.646, 0.325, 0.363], [0.375, -0.013, -0.421], [0.341, 0.756, 0.656], [-0.884, 0.760, -0.894], [1.181, -0.029, 0.513], [-0.169, 0.437, -0.291], [-0.409, 0.461, -0.181], [0.432, -0.315, -0.546], [0.176, -0.906, 0.149], [-1.203, -0.409, -0.429], [0.078, -0.214, 0.055], [0.776, 0.216, -0.459], [-0.706, -0.084, 0.224], [0.507, 1.392, -0.069], [-0.754, 0.396, -0.257], [0.780, -0.039, 0.517], [0.005, 0.410, 0.391], [0.071, -0.448, 0.034], [0.002, 0.080, -0.069], [-0.772, -0.453, -0.618], [0.079, 0.078, 0.141], [-0.252, 0.277, 0.182], [0.486, -0.358, 0.578], [-0.091, -0.012, -0.713], [0.420, -0.385, -0.836]]}

***

{"formula": "C32H45N7O4Ti", "method": "ωB97M-V with the def2-TZVPD basis set", "orbital_gap_ev": 6.35, "homo_ev": -19.2, "total_charge": 4, "symbols": ["Ti", "C", "N", "C", "C", "O", "C", "O", "C", "C", "O", "N", "C", "C", "H", "H", "H", "H", "H", "H", "H", "H", "H", "H", "H", "H", "H", "H", "H", "H", "C", "C", "C", "C", "C", "C", "N", "C", "C", "C", "C", "C", "N", "C", "C", "C", "C", "C", "C", "N", "H", "H", "H", "H", "H", "H", "H", "H", "H", "H", "H", "H", "H", "H", "H", "N", "C", "N", "C", "C", "C", "C", "C", "H", "H", "H", "H", "H", "H", "H", "H", "H", "H", "C", "O", "H", "H", "H", "H"], "positions_angstrom": [[-0.19979, 0.64774, 0.70790], [-5.69829, 0.40667, 0.37394], [-4.39254, 1.00430, 0.71196], [-4.47689, 2.39601, 1.18282], [-3.26539, 0.36854, 0.62638], [-2.14396, 0.92835, 0.91355], [-3.17429, -1.08655, 0.19487], [-1.89343, -1.57605, 0.54376], [-1.79726, -2.21960, 1.80061], [-0.89415, -1.45178, 2.75678], [-0.26797, -0.41311, 2.30363], [-0.73989, -1.85084, 3.97762], [0.12209, -1.13549, 4.93539], [-1.38225, -3.06189, 4.52702], [-6.34064, 0.44920, 1.25184], [-5.60102, -0.62114, 0.04327], [-6.14764, 0.99253, -0.42586], [-5.02340, 2.41119, 2.12511], [-5.03056, 2.97709, 0.44748], [-3.48441, 2.80592, 1.32560], [-3.26421, -1.14361, -0.89216], [-3.96437, -1.69796, 0.62919], [-1.36945, -3.21275, 1.64413], [-2.77887, -2.35473, 2.25972], [0.21287, -0.09572, 4.64957], [1.10162, -1.61191, 4.96623], [-0.34002, -1.20703, 5.91697], [-1.79175, -3.69455, 3.74739], [-2.16815, -2.76428, 5.21973], [-0.62394, -3.62401, 5.06836], [1.13516, 2.25740, 3.53298], [0.25088, 3.09905, 2.67140], [-0.02605, 4.40715, 3.07907], [-0.77114, 5.24018, 2.27919], [-1.21120, 4.76883, 1.04118], [-0.92377, 3.47452, 0.68472], [-0.23171, 2.63491, 1.50881], [-1.17901, 2.95916, -0.67807], [-1.99381, 3.58622, -1.59645], [-1.99207, 3.12484, -2.90836], [-1.07293, 2.15623, -3.28107], [-0.26561, 1.56863, -2.31645], [-0.43586, 1.87036, -1.01034], [0.98647, 0.88230, -2.72349], [1.08698, 0.16851, -3.89793], [2.35976, -0.15523, -4.36924], [3.46126, 0.28043, -3.66768], [3.29461, 0.96531, -2.45708], [4.48694, 1.45760, -1.69603], [2.07033, 1.22117, -1.98423], [0.78286, 2.27627, 4.56483], [1.20223, 1.22798, 3.20177], [2.13986, 2.68552, 3.53816], [0.37366, 4.75355, 4.02307], [-0.98060, 6.25737, 2.58417], [-1.72671, 5.43140, 0.36171], [-2.59504, 4.43940, -1.31827], [-2.62550, 3.58944, -3.65353], [-0.91667, 1.93143, -4.32616], [0.20450, -0.11198, -4.45685], [2.47628, -0.70265, -5.29597], [4.46265, 0.11617, -4.04516], [5.15928, 1.98548, -2.37307], [4.20411, 2.14620, -0.90365], [5.06167, 0.63078, -1.27281], [0.54463, -0.94466, -0.32632], [1.00645, -1.88767, -0.85259], [1.50611, -2.91159, -1.41561], [0.66000, -4.14209, -1.64739], [1.44575, -5.13766, -2.48711], [2.11758, -4.43177, -3.65853], [3.18422, -3.43067, -3.17712], [2.97022, -3.01313, -1.72748], [-0.23821, -3.81635, -2.17136], [0.38817, -4.55332, -0.67455], [0.74362, -5.89495, -2.83567], [2.17858, -5.66254, -1.87094], [1.35308, -3.91263, -4.24260], [2.56629, -5.16322, -4.32690], [3.19149, -2.54877, -3.81797], [4.18175, -3.86756, -3.23543], [3.42696, -2.05329, -1.48996], [3.36609, -3.75237, -1.03092], [2.86950, 0.50242, 1.07679], [1.75142, 1.18890, 0.46427], [3.63961, 1.23285, 1.31220], [3.26306, -0.24586, 0.39002], [2.54059, 0.01031, 1.98895], [1.90917, 1.24718, -0.61575]], "forces_ev_per_a": [[0.756, -0.134, 0.451], [0.041, -0.006, 0.021], [-0.049, 0.014, 0.013], [-0.003, -0.034, -0.029], [0.084, -0.064, 0.107], [-0.134, -0.016, -0.238], [0.004, 0.014, -0.023], [-0.003, -0.001, 0.085], [-0.030, -0.033, -0.028], [0.039, -0.009, 0.030], [0.044, 0.119, -0.105], [0.026, -0.005, 0.027], [-0.026, -0.025, -0.024], [0.012, 0.021, -0.030], [-0.010, 0.001, -0.004], [-0.009, 0.016, -0.015], [-0.012, 0.003, 0.005], [-0.012, 0.000, -0.005], [0.007, 0.010, 0.003], [0.011, 0.000, 0.008], [-0.001, -0.025, -0.004], [-0.001, 0.016, 0.025], [0.013, -0.008, -0.002], [-0.011, 0.006, -0.002], [0.005, 0.016, -0.002], [-0.001, 0.000, 0.004], [0.009, -0.002, 0.005], [-0.001, -0.001, 0.013], [-0.003, -0.003, 0.006], [-0.004, -0.002, 0.012], [-0.010, -0.022, 0.022], [-0.031, 0.032, -0.005], [-0.019, 0.008, -0.017], [0.020, -0.009, 0.012], [-0.007, -0.005, 0.023], [0.011, -0.062, 0.103], [-0.110, 0.155, -0.124], [-0.006, -0.038, 0.059], [-0.020, -0.024, -0.120], [0.019, 0.030, 0.052], [0.057, -0.046, 0.013], [-0.033, 0.103, -0.103], [-0.070, 0.300, 0.009], [-0.061, -0.139, -0.154], [-0.033, 0.036, 0.069], [0.015, 0.060, 0.030], [0.044, 0.077, -0.031], [0.125, -0.037, -0.136], [-0.008, -0.032, 0.057], [0.057, -0.450, -0.406], [0.005, 0.016, 0.002], [0.002, -0.012, -0.017], [-0.001, 0.002, -0.007], [-0.005, -0.001, -0.001], [-0.006, -0.003, -0.003], [-0.001, 0.006, -0.004], [-0.003, 0.001, 0.000], [-0.005, -0.003, 0.005], [-0.007, -0.033, -0.017], [-0.010, 0.055, -0.019], [-0.002, 0.025, -0.016], [-0.006, -0.024, 0.012], [-0.015, 0.002, -0.013], [-0.022, 0.011, 0.010], [-0.006, 0.002, -0.010], [-0.219, 0.092, -0.217], [0.143, 0.053, -0.041], [-0.082, -0.066, -0.027], [0.022, 0.011, 0.036], [0.011, -0.022, 0.035], [-0.008, -0.012, -0.016], [-0.006, 0.040, -0.027], [-0.039, -0.033, 0.116], [-0.011, 0.003, -0.016], [-0.005, -0.002, -0.010], [-0.005, 0.010, -0.007], [0.004, 0.009, -0.008], [-0.014, 0.010, -0.006], [0.008, 0.008, -0.002], [0.020, -0.097, 0.041], [-0.001, -0.018, 0.011], [0.004, 0.042, -0.043], [0.031, 0.001, -0.027], [-0.119, -0.015, 0.046], [-0.561, -0.487, 1.060], [0.002, -0.003, 0.013], [0.020, -0.027, -0.024], [0.038, -0.029, 0.008], [0.169, 0.681, -0.476]]}

***

What M values result from the calculations? In sequence: 692.259 639.624 g mol⁻¹.
What ΔE to the lowest compared entry with this formula, charge and spin values result from the calculations? In sequence: 0.125 0.000 eV.